a:
Formula: C3H8N3
Source: OMol25
Level of theory: ωB97M-V with the def2-TZVPD basis set

The calculation puts the highest occupied orbital energy (alpha / beta) at -10.951 / -10.952 eV. The LUMO energy (alpha / beta) is -6.68 / -6.68 eV. The calculation puts the orbital gap (alpha / beta) at 4.27 / 4.27 eV.

ORCA input file:
```
! RIJCOSX wB97M-V def2-TZVPD def2/J DEFGRID3
* xyz 1 1
N -1.707 -0.448 0.102
N -0.626 -0.883 0.497
N 2.929 -0.087 -0.436
C 3.404 0.859 0.281
C 2.246 -0.743 -1.105
C -2.061 0.876 -0.308
H 2.897 1.758 0.432
H 4.312 0.695 0.861
H -0.590 -1.852 0.793
H 1.452 -1.432 -0.735
H -2.435 1.596 0.468
H -1.074 1.349 -0.643
H -2.535 -1.160 0.030
H -2.931 0.944 -1.043
*
```

***

b:
Formula: C3H8N3
Source: OMol25
Level of theory: ωB97M-V with the def2-TZVPD basis set

The calculation puts the highest occupied orbital energy at -13.853 eV. The LUMO energy is -5.00 eV. The calculation puts the orbital gap at 8.85 eV.

ORCA input file:
```
! RIJCOSX wB97M-V def2-TZVPD def2/J DEFGRID3
* xyz 1 1
N 1.235 -0.488 -0.926
N -1.157 0.475 0.135
N 0.064 -0.447 -1.571
C -1.642 0.955 1.173
C 1.763 0.401 -0.144
C -1.011 0.040 -1.049
H 2.855 0.283 0.150
H 0.003 -2.045 1.085
H 1.247 1.279 0.204
H -1.544 2.069 1.388
H -1.947 0.011 -1.652
H 0.519 -1.613 0.588
H -2.212 0.352 1.945
H 1.829 -1.270 -1.325
*
```

***

c:
Formula: C3H8N3
Source: OMol25
Level of theory: ωB97M-V with the def2-TZVPD basis set

The calculation puts the highest occupied orbital energy at -14.075 eV. As for the SMILES: C#C[NH2+]NCN. The LUMO energy is -3.90 eV. The calculation puts the orbital gap at 10.18 eV.

ORCA input file:
```
! RIJCOSX wB97M-V def2-TZVPD def2/J DEFGRID3
* xyz 1 1
N -2.409 0.610 0.112
N -0.094 0.309 -0.051
N 1.062 -0.692 -0.104
C 3.264 0.569 0.076
C -1.480 -0.436 0.107
C 2.229 -0.021 -0.002
H 0.789 -1.279 -0.919
H -2.545 1.141 -0.685
H -1.651 -1.134 -0.789
H 0.856 -1.156 0.873
H -2.369 1.140 0.905
H -1.501 -1.169 0.985
H -0.258 1.005 -0.853
H 4.107 1.113 0.344
*
```

***

d:
Formula: C3H8N3
Source: OMol25
Level of theory: ωB97M-V with the def2-TZVPD basis set

The calculation puts the highest occupied orbital energy at -12.601 eV. As for the SMILES: [H]/N=[NH+]\CC(=C)N. The LUMO energy is -6.38 eV. The calculation puts the orbital gap at 6.22 eV.

ORCA input file:
```
! RIJCOSX wB97M-V def2-TZVPD def2/J DEFGRID3
* xyz 1 1
N 3.137 0.120 -0.095
N 1.907 0.059 -0.299
N -1.154 1.445 0.375
C -0.846 0.175 0.123
C 0.634 -0.088 0.585
C -1.581 -0.764 -0.461
H 3.291 0.143 0.986
H -1.123 -1.749 -0.625
H -2.079 1.783 0.287
H 1.073 0.370 1.471
H -2.604 -0.463 -0.787
H 0.704 -1.232 0.656
H 1.847 -0.414 -1.305
H -0.427 2.190 0.525
*
```

***

What is the most stable structure shown above? It is d.